(1)
A structure of composition C12H27CeClIN2OP2S. Source: the Open Molecules 2025 dataset; level of theory: ωB97M-V with the def2-TZVPD basis set.

Last column: Löwdin charge in e.
Positions of all 48 atoms, in Å:
C (0.213, -0.123, -5.337)  -0.08
C (-0.268, -1.199, -4.419)  -0.97
H (0.319, 0.803, -4.764)  0.08
H (-0.534, 0.047, -6.118)  0.08
H (1.181, -0.389, -5.760)  0.10
O (-0.258, -1.043, -3.191)  -0.31
I (0.362, -3.710, -2.621)  0.00
Ce (-0.018, 0.311, 0.343)  0.77
P (2.779, -0.347, -0.096)  0.68
C (4.171, 0.579, 0.640)  -0.25
C (3.374, -2.073, -0.050)  -0.25
H (4.345, -2.159, -0.554)  0.07
H (4.019, -0.015, -2.155)  0.07
H (2.641, -2.719, -0.552)  -0.02
H (2.364, -0.637, -2.498)  0.04
H (4.317, 0.252, 1.683)  0.06
H (3.485, -2.390, 0.993)  0.05
C (2.960, 0.055, -1.879)  -0.25
H (5.106, 0.436, 0.087)  0.07
H (2.617, 1.080, -2.067)  0.05
H (3.919, 1.642, 0.657)  0.04
P (-2.749, -0.382, -0.148)  0.69
C (-4.078, 0.555, 0.678)  -0.24
C (-3.037, 0.041, -1.905)  -0.23
H (-2.568, -2.752, -0.548)  0.04
H (-4.277, -2.218, -0.611)  0.07
H (-3.454, -2.410, 0.956)  0.06
C (-3.326, -2.106, -0.088)  -0.23
H (-2.537, -0.673, -2.567)  0.04
H (-4.121, 0.050, -2.090)  0.08
H (-4.976, 0.609, 0.052)  0.07
H (-3.723, 1.571, 0.884)  0.03
H (-2.644, 1.043, -2.118)  0.06
H (-4.331, 0.083, 1.633)  0.06
Cl (-1.008, -2.485, -5.292)  0.67
C (-0.225, -0.149, 3.043)  -0.04
N (-0.057, 1.215, 3.612)  -0.09
C (0.243, 1.465, 4.944)  0.00
C (0.328, 2.803, 5.095)  0.01
N (0.078, 3.364, 3.841)  0.12
C (-0.155, 2.391, 2.922)  -0.66
S (-0.617, 2.675, 1.298)  0.71
H (-1.156, -0.198, 2.424)  0.06
H (0.714, -0.486, 2.541)  0.07
H (-0.383, -0.824, 3.890)  0.14
H (0.365, 0.658, 5.634)  0.14
H (0.543, 3.398, 5.955)  0.14
H (0.056, 4.359, 3.622)  0.19

Summary:
- 2S+1 = 2
- ⟨S²⟩ = 0.852
- E (a.u.) = -2971.48902
- highest occupied orbital energy (spin up / spin down) (eV) = -11.3 / -10.8
- HOMO-LUMO gap (spin up / spin down) (eV) = 3.622 / 2.982
- charge = +2

(2)
A structure of composition C12H27ClIO2P2Ti. Source: the Open Molecules 2025 dataset; level of theory: ωB97M-V with the def2-TZVPD basis set.

Last column: Löwdin charge in e.
Positions of all 46 atoms, in Å:
C (-0.732, -2.054, -1.588)  0.01
C (0.505, -1.262, -1.270)  -0.29
H (-0.418, -3.082, -1.837)  0.16
H (-1.299, -1.679, -2.458)  0.09
H (-1.451, -2.137, -0.752)  0.10
O (1.627, -1.692, -1.339)  0.22
I (0.777, 2.977, 0.092)  1.04
Ti (-0.839, 0.665, -0.679)  0.25
P (0.012, 1.223, -3.009)  0.76
C (1.671, 1.691, -3.576)  -0.20
C (-0.482, 0.048, -4.304)  -0.20
H (-1.960, 2.662, -3.015)  0.04
H (-0.996, 2.804, -4.536)  0.09
H (-0.448, 3.622, -3.021)  0.06
C (-0.947, 2.735, -3.437)  -0.21
H (-1.521, -0.261, -4.160)  0.07
H (-0.378, 0.536, -5.281)  0.09
H (1.627, 1.961, -4.639)  0.10
H (2.356, 0.848, -3.458)  0.07
H (0.164, -0.835, -4.269)  0.07
H (2.057, 2.540, -3.007)  0.06
C (1.601, 0.733, -0.740)  -0.57
O (2.764, 0.634, -0.798)  0.15
Cl (-3.030, 0.747, -1.047)  0.28
C (-2.545, 0.229, 2.660)  -0.12
C (-1.066, 0.512, 2.897)  -0.36
P (0.038, -0.190, 1.596)  0.92
C (1.712, 0.212, 2.265)  -0.38
C (1.925, 0.103, 3.779)  -0.08
C (-0.119, -2.020, 1.783)  -0.36
C (-0.054, -2.567, 3.213)  -0.08
H (-2.911, 0.701, 1.740)  0.02
H (-3.120, 0.637, 3.501)  0.11
H (-2.758, -0.846, 2.595)  0.09
H (-0.877, 1.597, 2.883)  0.09
H (-0.737, 0.135, 3.877)  0.09
H (2.415, -0.445, 1.730)  0.10
H (1.922, 1.242, 1.923)  0.01
H (1.894, -0.938, 4.116)  0.07
H (2.921, 0.495, 4.024)  0.11
H (1.198, 0.685, 4.356)  0.08
H (-1.072, -2.314, 1.306)  0.08
H (0.691, -2.457, 1.174)  0.09
H (-0.739, -2.051, 3.898)  0.09
H (-0.341, -3.627, 3.194)  0.11
H (0.964, -2.514, 3.616)  0.08

Summary:
- E (a.u.) = -2912.81557
- highest occupied orbital energy (spin up / spin down) (eV) = -20.3 / -20.3
- HOMO-LUMO gap (spin up / spin down) (eV) = 5.487 / 5.495
- charge = +3

(3)
An isolated molecule of C12H27ClO3Si. Source: the Open Molecules 2025 dataset; level of theory: ωB97M-V with the def2-TZVPD basis set.

Last column: Löwdin charge in e.
Positions of all 44 atoms, in Å:
C (-1.389, -0.491, 4.636)  -0.14
C (-1.571, -0.956, 3.191)  -0.22
C (-0.347, -0.612, 2.259)  -0.24
O (-0.791, -0.511, 0.898)  -0.20
Si (0.403, -0.088, -0.243)  0.37
C (1.733, -1.408, 0.058)  -0.27
C (2.837, -1.113, -0.916)  -0.35
C (3.988, -2.042, -0.659)  -0.56
Cl (3.286, -3.710, -0.611)  0.56
O (-0.287, -0.257, -1.754)  -0.19
C (-1.129, -1.368, -2.043)  -0.21
C (-2.561, -1.081, -1.428)  -0.22
C (-3.206, 0.140, -2.035)  -0.11
O (0.978, 1.399, 0.121)  -0.14
C (0.227, 2.558, 0.109)  -0.26
C (0.173, 3.394, -1.183)  -0.25
C (1.150, 2.856, -2.130)  -0.14
H (-1.107, 0.543, 4.747)  0.05
H (-2.396, -0.398, 5.093)  0.07
H (-0.686, -1.080, 5.288)  0.09
H (-1.828, -2.034, 3.169)  0.11
H (-2.494, -0.437, 2.765)  0.13
H (0.067, 0.341, 2.554)  0.11
H (0.466, -1.361, 2.337)  0.11
H (1.197, -2.345, 0.042)  0.05
H (2.051, -1.285, 1.088)  0.08
H (2.402, -1.126, -1.953)  0.12
H (3.143, -0.012, -0.789)  0.13
H (4.907, -2.085, -1.259)  0.07
H (4.511, -1.792, 0.312)  0.10
H (-0.639, -2.145, -1.467)  0.10
H (-1.190, -1.525, -3.146)  0.13
H (-3.229, -1.952, -1.622)  0.11
H (-2.485, -1.091, -0.336)  0.08
H (-3.141, 0.968, -1.354)  0.06
H (-2.727, 0.482, -2.991)  0.09
H (-4.219, 0.079, -2.410)  0.06
H (-0.719, 2.440, 0.551)  0.10
H (0.768, 3.180, 0.852)  0.13
H (-0.853, 3.450, -1.563)  0.11
H (0.438, 4.457, -1.049)  0.11
H (1.325, 3.380, -3.070)  0.07
H (2.184, 2.831, -1.683)  0.10
H (0.763, 1.807, -2.378)  0.09

Summary:
- E (a.u.) = -1448.89927
- highest occupied orbital energy (eV) = -9.9
- HOMO-LUMO gap (eV) = 10.711
- energy relative to the best compared isomer or geometry (same formula, charge and spin) (kJ/mol) = 138.6
- SMILES = CCCO[Si](CCCCl)(OCCC)OCCC

(4)
A cluster of 2 separate species, C12H27FN3O4P in total. Source: the Open Molecules 2025 dataset; level of theory: ωB97M-V with the def2-TZVPD basis set.

Last column: Löwdin charge in e.
Positions of all 48 atoms, in Å:
C (3.546, 3.243, -0.827)  -0.14
N (2.421, 2.725, -0.068)  -0.31
C (2.249, 3.495, 1.167)  -0.14
P (1.882, 1.080, 0.039)  0.75
O (0.406, 1.479, 0.116)  -0.31
N (1.719, 0.435, -1.563)  -0.33
C (2.509, 0.841, -2.714)  -0.15
C (0.363, 0.143, -2.034)  -0.14
N (3.564, 0.520, 0.043)  -0.27
C (3.658, -0.958, -0.121)  -0.14
C (4.275, 0.777, 1.319)  -0.14
H (4.526, 2.959, -0.424)  0.07
H (3.521, 4.337, -0.852)  0.08
H (3.518, 2.955, -1.873)  0.05
H (2.915, 3.149, 1.967)  0.06
H (1.225, 3.412, 1.537)  0.07
H (2.439, 4.561, 1.016)  0.08
H (2.189, 1.816, -3.102)  0.08
H (2.404, 0.115, -3.529)  0.08
H (3.578, 0.862, -2.497)  0.07
H (-0.166, 1.057, -2.319)  0.09
H (-0.218, -0.374, -1.270)  0.05
H (0.373, -0.525, -2.902)  0.08
H (3.115, -1.481, 0.674)  0.08
H (4.702, -1.281, -0.103)  0.08
H (3.265, -1.304, -1.075)  0.07
H (3.695, 0.428, 2.179)  0.09
H (4.500, 1.833, 1.462)  0.06
H (5.248, 0.279, 1.333)  0.08
C (-3.426, -4.677, 0.941)  0.08
C (-2.648, -3.752, 1.160)  -0.07
C (-1.954, -2.323, 1.257)  -0.21
O (-2.129, -1.613, 0.050)  -0.10
C (-3.353, -0.928, -0.154)  -0.32
O (-3.042, 0.503, -0.263)  -0.03
C (-4.562, -1.078, 0.820)  -0.11
O (-5.683, -1.642, 0.053)  -0.11
C (-6.718, -2.077, 0.902)  -0.21
F (-6.840, -3.514, 0.810)  -0.08
H (-4.084, -5.476, 0.502)  0.06
H (-0.851, -2.551, 1.407)  0.13
H (-2.281, -1.765, 2.199)  0.13
H (-3.715, -1.193, -1.205)  0.18
H (-2.434, 0.703, 0.479)  0.10
H (-4.913, -0.032, 1.121)  0.15
H (-4.470, -1.671, 1.768)  0.12
H (-7.736, -1.676, 0.583)  0.14
H (-6.584, -1.817, 1.993)  0.13

Summary:
- E (a.u.) = -1379.64325
- highest occupied orbital energy (eV) = -8.3
- HOMO-LUMO gap (eV) = 7.477
- SMILES = CN(C)P(=O)(N(C)C)N(C)C.C#CCO[C@H](O)COCF

(5)
A cluster of 3 separate species, C12H27N2O7P in total. Source: the Open Molecules 2025 dataset; level of theory: ωB97M-V with the def2-TZVPD basis set.

Last column: Löwdin charge in e.
Positions of all 49 atoms, in Å:
C (-0.407, 1.302, 6.575)  0.12
C (-0.970, 0.312, 6.218)  -0.13
C (-1.673, -0.873, 5.757)  -0.19
N (-3.045, -0.486, 5.339)  -0.15
N (-3.949, -0.792, 6.430)  0.08
C (-3.399, -1.259, 4.191)  -0.56
O (-3.503, -2.441, 4.139)  0.19
O (-3.713, -0.469, 3.100)  -0.13
P (-2.600, 0.541, 2.493)  0.66
O (-3.240, 1.618, 1.732)  -0.38
H (-0.145, 2.297, 6.834)  0.03
H (-1.719, -1.627, 6.536)  0.13
H (-1.142, -1.285, 4.906)  0.12
H (-3.852, -0.010, 7.069)  0.09
H (-4.899, -0.721, 6.084)  0.09
H (-1.724, -0.154, 1.643)  0.04
H (-1.816, 1.059, 3.533)  0.03
C (-0.363, 1.786, -4.412)  -0.10
O (-1.623, 1.229, -4.079)  -0.18
C (-1.521, 0.072, -3.267)  -0.20
C (-1.830, 0.374, -1.819)  -0.21
O (-0.840, 1.212, -1.238)  -0.22
C (-1.276, 2.559, -1.119)  -0.10
H (-0.547, 2.744, -4.894)  0.09
H (0.252, 1.947, -3.523)  0.08
H (0.176, 1.136, -5.109)  0.09
H (-0.526, -0.371, -3.356)  0.10
H (-2.250, -0.655, -3.642)  0.13
H (-1.833, -0.567, -1.257)  0.12
H (-2.820, 0.827, -1.724)  0.13
H (-2.044, 2.641, -0.345)  0.07
H (-1.667, 2.938, -2.067)  0.09
H (-0.419, 3.166, -0.828)  0.09
C (4.931, -2.748, -2.430)  -0.11
O (5.103, -1.451, -1.891)  -0.19
C (4.998, -0.420, -2.861)  -0.21
C (3.657, 0.273, -2.795)  -0.21
O (2.601, -0.590, -3.186)  -0.19
C (1.864, -1.104, -2.090)  -0.11
H (4.871, -3.445, -1.595)  0.09
H (4.013, -2.821, -3.019)  0.08
H (5.787, -3.024, -3.056)  0.09
H (5.167, -0.818, -3.865)  0.13
H (5.785, 0.310, -2.647)  0.13
H (3.663, 1.119, -3.491)  0.13
H (3.483, 0.664, -1.789)  0.13
H (1.268, -0.311, -1.626)  0.08
H (2.517, -1.562, -1.342)  0.09
H (1.191, -1.868, -2.478)  0.09

Summary:
- E (a.u.) = -1450.78792
- highest occupied orbital energy (eV) = -9.1
- HOMO-LUMO gap (eV) = 9.628
- SMILES = C#CCN(N)C(=O)O[PH2]=O.COCCOC.COCCOC